ORCA calculation (the ωB97M-V functional and the def2-TZVPD basis) on a structure of composition C19H22NO6P2Pt.

Each line ends with the Mulliken spin population.
Positions of all 51 atoms, in Å:
Pt -0.379406 0.174739 0.111389  1.7134
O -2.033557 -3.747608 4.659133  0.0017
C -1.621954 -2.881685 3.730506  0.0025
C -1.283668 -1.555796 4.018154  0.0144
C -0.877415 -0.756833 2.976597  0.0194
N -0.808910 -1.214036 1.730022  0.0708
C -1.102350 -2.478134 1.444984  0.0188
C -1.518002 -3.353510 2.417799  0.0220
C -0.910708 -2.851214 -0.004270  -0.0273
O -1.176546 -3.952484 -0.411088  0.0380
O -0.418290 -1.872663 -0.719899  0.2833
C -0.435166 0.677210 3.105699  0.0038
O -0.489453 1.282617 4.146481  0.0401
O 0.027988 1.164922 1.978750  0.2636
H -2.070431 -3.339094 5.532384  0.0001
H -1.322187 -1.141418 5.017677  0.0023
H -1.750836 -4.376692 2.158602  0.0002
C -1.526394 -0.452442 -3.125243  0.0229
P -0.940423 0.897682 -2.076270  0.0827
C -2.155412 2.225218 -2.275798  0.0450
C 0.601370 1.477082 -2.838450  0.0137
C 0.570630 2.089495 -4.091669  -0.0112
C 1.743472 2.507128 -4.694300  0.0015
C 2.962514 2.313656 -4.054337  0.0016
C 3.003120 1.705821 -2.812638  -0.0171
C 1.824809 1.285730 -2.196178  0.0425
P 1.878723 0.491842 -0.566618  0.2782
C 2.806165 -1.045018 -0.764061  0.0176
C 2.829855 1.582553 0.509770  0.0029
H -1.624448 -0.095278 -4.151111  0.0036
H -2.493547 -0.803395 -2.765707  0.0013
H -0.826187 -1.282792 -3.067814  -0.0034
H -2.370212 2.375638 -3.334234  0.0078
H -1.775498 3.141815 -1.832999  -0.0097
H -3.076932 1.941074 -1.767820  -0.0037
H -0.370642 2.245436 -4.604417  0.0029
H 1.707825 2.983648 -5.664549  -0.0002
H 3.881389 2.638328 -4.523383  -0.0003
H 3.958855 1.561577 -2.323276  0.0031
H 3.781474 -0.855824 -1.214470  0.0093
H 2.231688 -1.728193 -1.388317  0.0013
H 2.945497 -1.497160 0.218466  -0.0030
H 3.828247 1.749570 0.103559  0.0107
H 2.906927 1.129415 1.497412  -0.0021
H 2.300974 2.530386 0.600526  0.0118
C -1.012709 4.267650 2.179305  0.2169
C -1.034643 3.486375 0.906688  0.5768
O -0.196807 3.364812 0.076316  0.2342
H -0.352734 5.131375 2.080849  0.0073
H -0.619452 3.583791 2.938149  -0.0069
H -2.014270 4.566533 2.473075  -0.0053

Cartesian forces, eV/Å:
Pt -0.2 -0.1 0.3
O 0.0 0.0 0.0
C 0.0 0.0 0.0
C 0.0 0.0 0.0
C 0.0 0.0 0.0
N 0.1 0.1 0.0
C 0.0 0.0 0.1
C 0.0 0.0 0.0
C 0.0 0.1 0.0
O 0.0 0.0 0.0
O 0.1 0.1 -0.2
C 0.0 -0.1 0.0
O 0.0 0.0 0.0
O 0.0 0.0 0.0
H 0.0 0.0 0.0
H 0.0 0.0 0.0
H 0.0 0.0 0.0
C 0.0 0.0 0.0
P 0.0 0.1 -0.1
C 0.0 0.0 0.0
C -0.1 0.0 -0.1
C 0.0 0.0 0.1
C 0.1 0.0 0.0
C 0.0 0.0 -0.1
C 0.0 0.0 0.0
C 0.0 0.0 0.0
P 0.1 0.0 0.0
C 0.0 0.0 0.0
C 0.0 0.0 0.0
H 0.0 0.0 0.0
H 0.0 0.0 0.0
H 0.0 0.0 0.0
H 0.0 0.0 0.0
H 0.0 0.0 0.0
H 0.0 0.0 0.0
H 0.0 0.0 0.0
H 0.0 0.0 0.0
H 0.0 0.0 0.0
H 0.0 0.0 0.0
H 0.0 0.0 0.0
H 0.0 0.0 0.0
H 0.0 0.0 0.0
H 0.0 0.0 0.0
H 0.0 0.0 0.0
H 0.0 0.0 0.0
C 0.0 0.0 0.0
C 0.0 0.0 -0.1
O 0.0 0.0 0.0
H 0.0 0.0 0.0
H 0.0 0.0 0.0
H 0.0 0.0 0.0

## Properties
Frontier orbital gap (spin up / spin down) ... 7.92 / 6.78 eV
E_LUMO (spin up / spin down) ... -2.722 / -5.986 eV
E_HOMO (spin up / spin down) ... -10.64 / -12.76 eV
Spin multiplicity ... 5
Relative energy (zero: lowest compared OMol25 entry of this formula, charge and spin) ... 1.17 kcal per mole
Net charge ... +1

ORCA calculation (the ωB97M-V functional and the def2-TZVPD basis) on an isolated molecule of C19H22O6.

Each line ends with the natural charge from an NBO analysis.
Positions of all 47 atoms, in Å:
C 1.599416 4.358163 -0.747487  -0.2595
H 0.563281 4.647581 -0.932021  0.1961
H 2.215619 4.560837 -1.619549  0.1960
H 1.969864 4.905241 0.120920  0.1996
O 1.684553 2.956862 -0.515951  -0.5275
C 0.996534 2.496582 0.538792  0.8262
O 0.329259 3.191625 1.251446  -0.5769
C 1.186982 0.996526 0.702403  -0.4673
C 2.665256 0.774748 1.025009  0.6450
O 3.125499 1.006110 2.107245  -0.5071
C 3.478399 0.320081 -0.156378  -0.5511
H 4.525338 0.226348 0.132699  0.2418
H 3.398053 1.103201 -0.915882  0.2378
C 2.977794 -1.016034 -0.750326  0.2961
C 3.699131 -2.188265 -0.086721  -0.6343
H 4.745112 -2.166248 -0.380638  0.2254
H 3.268885 -3.128051 -0.423932  0.2140
H 3.623254 -2.117629 0.993397  0.2371
O 3.316074 -1.087124 -2.122674  -0.7136
H 2.897238 -0.361651 -2.599916  0.4638
C 1.435991 -1.142057 -0.610136  -0.3486
C 0.969411 -1.913560 0.610017  0.8229
O 1.339043 -1.741634 1.740203  -0.6044
O 0.032714 -2.798888 0.258872  -0.5117
C -0.582748 -3.534851 1.309208  -0.2683
H -1.376256 -2.936613 1.761496  0.1941
H -0.998096 -4.432493 0.857879  0.1970
H 0.154286 -3.788750 2.072747  0.2062
H 1.075779 -1.690423 -1.486843  0.2511
C 0.742084 0.239353 -0.555894  -0.2268
C -0.745776 0.042066 -0.640003  -0.1692
C -1.672294 0.609503 0.126650  -0.2006
C -3.106644 0.363295 0.021284  -0.0849
C -3.993746 1.314914 0.525894  -0.1856
C -5.359542 1.123867 0.443206  -0.2077
C -5.866249 -0.029728 -0.132251  -0.2121
C -4.996445 -0.991338 -0.620107  -0.2257
C -3.630161 -0.799039 -0.545157  -0.1467
H -2.963458 -1.566325 -0.909610  0.1993
H -5.386864 -1.898819 -1.057775  0.2119
H -6.933519 -0.182927 -0.193156  0.2134
H -6.032145 1.873880 0.833027  0.2143
H -3.600266 2.214283 0.977745  0.2136
H -1.396951 1.337114 0.877190  0.2197
H -1.045940 -0.643209 -1.422268  0.2019
H 1.059595 0.806806 -1.441620  0.2297
H 0.612641 0.686681 1.578958  0.2759

Cartesian forces, eV/Å:
C -0.1 0.4 0.1
H 0.1 0.0 0.0
H 0.0 0.0 0.0
H 0.0 0.0 -0.1
O 0.2 -0.2 -0.1
C -0.2 -0.3 0.2
O -0.1 0.1 0.1
C -0.2 0.3 0.1
C 0.1 -0.1 -0.4
O 0.0 0.1 0.2
C 0.3 -0.3 0.0
H 0.0 0.1 0.0
H 0.0 0.0 0.0
C 0.0 0.0 0.6
C -0.1 0.3 -0.2
H 0.1 0.0 0.0
H 0.0 -0.1 0.0
H 0.0 0.0 0.1
O 0.1 0.0 -0.4
H 0.0 0.0 0.0
C 0.0 0.0 0.0
C 0.0 0.0 -0.3
O 0.0 0.1 0.2
O -0.1 -0.1 -0.4
C 0.0 -0.1 0.4
H 0.0 0.0 0.0
H 0.0 0.1 0.0
H -0.1 0.0 -0.1
H 0.1 0.1 0.1
C 0.0 -0.2 0.1
C 0.0 0.2 0.0
C 0.4 0.0 -0.1
C -0.5 -0.1 0.0
C 0.1 -0.1 -0.1
C -0.1 0.0 0.0
C -0.1 0.0 0.0
C 0.0 -0.1 -0.1
C 0.1 0.1 0.0
H 0.1 -0.1 0.0
H 0.0 -0.1 0.0
H -0.1 0.0 0.0
H 0.0 0.1 0.0
H 0.1 0.1 0.1
H 0.1 0.1 0.1
H -0.1 -0.1 -0.1
H 0.0 -0.1 0.1
H 0.1 0.1 -0.1

## Properties
Frontier orbital gap ... 9.14 eV
E_LUMO ... 0.436 eV
E_HOMO ... -8.71 eV
SMILES ... COC(=O)[C@@H]1C(=O)C[C@](C)(O)[C@@H](C(=O)OC)[C@H]1/C=C/c1ccccc1
Relative energy (zero: lowest compared OMol25 entry of this formula, charge and spin) ... 0.82 kcal per mole
Net charge ... 0

ORCA calculation (the ωB97M-V functional and the def2-TZVPD basis) on a structure of composition C19H23AlNO6 at a distorted geometry.

Each line ends with the natural charge from an NBO analysis.
Positions of all 50 atoms, in Å:
C 6.175067 0.057998 4.068995  -0.2835
C 5.349623 0.362182 2.664642  -0.2594
C 3.962613 -0.496259 2.429137  -0.2457
C 3.424314 -1.623001 3.536165  -0.4471
Al 1.610267 -2.536985 3.035368  1.1501
C 0.195252 -1.045352 3.122705  -0.4067
C -0.627771 -0.593248 4.493348  -0.2965
C -1.750480 0.577970 4.600234  -0.0255
N -2.101536 1.388406 3.399261  -0.5041
C -1.368697 1.049857 2.147011  -0.0226
C -0.256774 -0.094073 1.822104  -0.3021
C 4.258746 -1.948775 4.925263  -0.2652
C 5.660077 -1.084213 5.172172  -0.2554
H 7.157222 0.712636 4.234011  0.2102
H 5.654269 1.153052 1.857507  0.2150
H 3.332096 -0.270681 1.446190  0.2235
H 1.290769 -3.808588 3.920347  -0.3920
H 1.767350 -2.972442 1.495602  -0.3960
H -0.385510 -1.195981 5.489801  0.2114
H -2.265869 0.813754 5.634560  0.2036
H -1.642485 1.739230 1.208629  0.2039
H 0.240659 -0.240967 0.755551  0.2423
H 3.871490 -2.737512 5.715469  0.2301
H 6.289941 -1.267347 6.160183  0.2083
C -5.908813 -0.119047 -2.112246  -0.6347
C -4.723878 0.118671 -1.192053  0.0530
C -4.590240 1.529033 -0.698083  -0.0899
O -3.197551 1.642789 -0.461656  -0.4803
C -2.588772 0.767011 -1.317422  0.9769
O -1.391435 0.741995 -1.541438  -0.5919
O -3.502385 -0.070327 -1.891208  -0.4864
H -5.594747 -0.468494 -3.100758  0.2413
H -6.568026 -0.883021 -1.683958  0.2210
H -6.520348 0.780404 -2.241645  0.2102
H -4.742789 -0.595615 -0.359525  0.1945
H -5.151813 1.702537 0.224214  0.2136
H -4.875496 2.284741 -1.438137  0.1774
C 1.792571 0.144018 -3.786164  -0.6426
C 1.167146 0.778212 -5.016603  0.0595
C -0.307910 1.029880 -4.907717  -0.0960
O -0.730604 0.978319 -6.259418  -0.4928
C 0.150276 0.157292 -6.907414  0.9660
O -0.017514 -0.284356 -8.030454  -0.5905
O 1.238619 -0.105912 -6.125565  -0.4858
H 2.247140 -0.825517 -4.012609  0.2398
H 2.579768 0.795092 -3.388580  0.2199
H 1.067380 0.005393 -2.977083  0.2399
H 1.709133 1.692979 -5.287002  0.1757
H -0.532834 2.007453 -4.471990  0.2059
H -0.847509 0.256809 -4.349739  0.1997

Cartesian forces, eV/Å:
C -2.8 -1.5 -1.0
C -2.3 -3.5 3.1
C 2.8 0.0 3.3
C 3.3 2.0 0.9
Al 0.7 0.6 -0.3
C -4.5 4.9 0.2
C -0.8 1.3 -1.9
C 2.8 -1.6 -3.6
N 3.6 -3.9 0.0
C 1.1 -1.4 0.4
C -1.7 0.4 4.8
C 2.0 3.9 -3.3
C -2.0 0.7 -3.0
H -2.3 -1.8 -0.1
H -0.4 -1.6 1.9
H 1.4 -0.7 2.4
H -0.1 -0.1 0.4
H -0.1 0.1 -0.2
H -0.6 1.4 -2.3
H 1.1 -0.4 -2.5
H 0.5 -1.6 2.6
H -1.4 0.5 2.5
H 0.9 1.9 -1.9
H -1.4 0.5 -2.4
C -0.6 -0.3 0.0
C -1.0 -0.4 -0.3
C -0.5 0.4 0.6
O 0.6 -0.6 -0.8
C 2.2 0.0 -0.3
O -2.5 0.1 0.3
O 1.1 0.6 0.3
H 0.1 0.1 0.2
H 0.1 0.1 -0.2
H 0.2 0.0 0.0
H 0.1 0.2 0.0
H 0.3 0.0 -0.1
H -0.1 -0.2 -0.1
C 0.3 0.2 0.5
C 0.6 -0.1 1.1
C -0.4 0.5 0.7
O 0.5 -0.6 -0.9
C -0.3 -0.8 -2.0
O 0.3 0.9 2.3
O -0.9 0.0 -1.1
H -0.2 0.2 -0.1
H -0.1 -0.2 -0.1
H 0.0 0.0 -0.2
H -0.2 0.0 -0.1
H -0.1 -0.2 -0.2
H 0.3 0.0 0.1

## Properties
Frontier orbital gap ... 7.12 eV
E_LUMO ... 2.122 eV
E_HOMO ... -4.99 eV
Net charge ... -1

ORCA calculation (the ωB97M-V functional and the def2-TZVPD basis) on a structure of composition C19H23AsNOPd at a distorted geometry.

Each line ends with the Mulliken spin population.
Positions of all 46 atoms, in Å:
C -1.240612 1.676052 0.138241  0.5579
Pd 0.068237 -0.001331 0.058457  0.4889
N 1.313851 -1.654364 -0.584065  0.1152
H -0.810063 0.316936 -1.267760  0.0842
H 2.294483 -1.280496 -0.486719  -0.0231
H -1.202622 1.326461 -0.997357  -0.1437
H -1.389499 2.685546 -0.380637  -0.1701
H -0.546962 2.044532 0.916141  0.0021
H -2.081930 1.492648 0.713351  0.0115
H 1.082591 -2.386470 0.118311  -0.0291
H 1.086893 -1.928302 -1.569882  -0.0721
O 1.023471 -0.610292 1.802887  0.2318
As 0.468567 -0.321631 3.446933  0.2333
C 1.484166 1.205511 4.002167  0.0589
C 2.879533 1.172755 3.863961  0.1751
C 3.646052 2.217765 4.386342  -0.1240
C 3.019999 3.314708 5.001327  0.2670
C 1.620778 3.365652 5.059825  -0.0757
C 0.849920 2.333378 4.537288  0.0795
C -1.447041 -0.121142 3.639661  0.0033
C -1.904383 0.408241 4.843011  0.0580
C -3.281274 0.501454 5.093462  0.0239
C -4.190700 0.052974 4.131762  0.0156
C -3.737740 -0.492642 2.917216  0.0085
C -2.340238 -0.588502 2.669978  -0.0718
C 0.977294 -1.997296 4.219326  0.0001
C 2.271758 -2.480199 3.991610  0.0707
C 2.628604 -3.754973 4.461564  -0.0379
C 1.668370 -4.551538 5.117154  0.0727
C 0.367110 -4.062444 5.307094  -0.0100
C 0.025514 -2.790204 4.853251  -0.0212
H 3.358178 0.333113 3.356283  0.0616
H 4.730669 2.165155 4.327414  -0.0096
H 3.619669 4.108418 5.442409  0.0338
H 1.119625 4.214614 5.539050  -0.0076
H -0.241381 2.386579 4.553711  0.0383
H -1.189890 0.752549 5.602724  0.0111
H -3.624628 0.914692 6.035283  0.0000
H -5.260048 0.118761 4.323025  -0.0030
H -4.422531 -0.838105 2.173912  0.0129
H -1.971185 -0.999754 1.740113  0.0512
H 2.999097 -1.876726 3.447802  0.0285
H 3.634414 -4.110446 4.320960  -0.0002
H 1.946460 -5.533597 5.492438  0.0102
H -0.377880 -4.667682 5.817641  -0.0009
H -0.999196 -2.407560 4.986035  -0.0056

Cartesian forces, eV/Å:
C -0.1 4.8 -0.1
Pd -0.8 0.1 -1.5
N 1.0 -0.7 -0.9
H 0.8 -2.2 -1.9
H -1.4 -0.9 -0.1
H 0.7 -0.5 2.2
H -0.4 -0.2 0.7
H 0.8 -0.5 -0.7
H -2.2 -0.7 0.5
H 0.6 0.7 -0.8
H 0.5 0.2 1.4
O -0.4 -0.1 2.8
As 1.8 0.5 -1.9
C -1.6 -1.0 -0.7
C 1.2 0.2 0.3
C -0.6 -0.5 -0.1
C 0.6 0.0 0.1
C -0.8 -0.2 -0.1
C 0.1 1.0 0.7
C 0.3 -0.1 0.0
C -0.6 0.2 0.4
C 0.5 -0.2 -0.4
C 0.2 -0.2 -0.4
C 1.6 0.4 0.9
C -1.1 0.3 0.7
C -0.3 -0.1 -0.6
C 0.4 -0.7 0.5
C -1.1 0.6 0.2
C 0.2 0.4 -0.1
C 0.3 0.2 -0.1
C -0.3 -0.3 0.4
H -0.1 0.3 0.1
H -0.1 0.1 -0.1
H -0.1 -0.1 -0.1
H 0.2 -0.2 -0.3
H 0.4 0.1 0.0
H -0.3 -0.2 -0.4
H 0.0 0.0 -0.1
H 0.2 0.0 0.0
H -0.4 -0.1 -0.3
H 0.1 0.0 -0.1
H -0.3 -0.2 0.1
H 0.2 -0.2 -0.1
H -0.1 0.1 -0.1
H 0.1 0.0 -0.1
H 0.5 -0.3 0.0

## Properties
Frontier orbital gap (spin up / spin down) ... 3.51 / 7.29 eV
E_LUMO (spin up / spin down) ... 2.928 / 2.879 eV
E_HOMO (spin up / spin down) ... -0.58 / -4.41 eV
Spin multiplicity ... 3
Relative energy (zero: lowest compared OMol25 entry of this formula, charge and spin) ... 33.53 kcal per mole
Net charge ... -1